3 unconnected molecules or ions with the total composition H6O3 at a distorted geometry. Source: the Open Molecules 2025 dataset; level of theory: ωB97M-V with the def2-TZVPD basis set.

```
9
Properties=species:S:1:pos:R:3:forces:R:3
O -4.037349 -0.509507 -1.361399 -1.0 0.4 1.4
H 3.769028 -0.167204 -1.090613 -0.5 0.5 0.5
H -4.461374 -0.264894 -0.499940 0.2 -0.4 -1.2
O 0.680336 0.462572 1.855114 -0.4 -0.1 -0.5
H 2.178260 -0.215019 -0.741568 0.9 0.2 0.1
H -3.128839 -0.342645 -1.122487 0.9 0.0 -0.2
H 0.969923 1.319233 1.461635 0.1 -0.3 0.5
O 2.930277 -0.615822 -1.223134 -0.5 -0.7 -0.6
H 1.099739 0.333287 2.722390 0.2 0.5 -0.1
```
Positions in Å, forces in eV/Å.

## Properties
Lowest unoccupied orbital energy (alpha / beta) ... 3.768 / 3.805 eV
ΔE to the lowest compared entry with this formula, charge and spin ... 11.9 kcal/mol
2S+1 ... 2
Total charge ... -1



2 unconnected molecules or ions with the total composition C4H6O2S at a distorted geometry. Source: the Open Molecules 2025 dataset; level of theory: ωB97M-V with the def2-TZVPD basis set.

```
13
Properties=species:S:1:pos:R:3:forces:R:3
H -1.848411 1.626961 0.805865 -0.3 -0.3 -0.1
C 0.551390 -1.050266 0.028824 2.3 -1.2 -0.2
H -1.766038 -0.149953 1.290631 0.1 -1.1 1.8
C -1.964640 0.565969 0.573277 -1.2 0.2 -3.7
H 1.021213 -1.901658 0.590926 -0.9 0.5 -0.1
S -2.438752 -0.015642 -0.935173 0.4 1.3 2.1
H 1.345744 0.587357 2.657893 0.3 0.3 0.5
H -0.424808 -1.347061 -0.396477 0.7 0.4 0.1
O 0.391202 2.469731 0.342204 -0.1 1.7 -0.2
H 1.393342 -0.938757 -0.705211 -1.3 0.1 -0.2
C 0.513314 1.368337 0.655845 0.1 -0.9 -0.8
C 0.625188 0.102326 0.961859 0.2 -0.3 -0.2
O 1.053756 -0.210792 2.229340 -0.1 -0.6 0.8
```
Positions in Å, forces in eV/Å.

## Properties
Lowest unoccupied orbital energy ... -0.318 eV
ΔE to the lowest compared entry with this formula, charge and spin ... 78.3 kcal/mol